The following is a quantum chemistry calculation of C33H48BrN3P2RuSe as an isolated structure at a distorted geometry, from OMol25.

```
89
C33H48BrN3P2RuSe ωB97M-V/def2-TZVPD
N -6.22063 4.51812 -5.42880
C -6.04615 4.94325 -4.17296
C -5.23023 4.23184 -3.26540
C -4.53038 3.07608 -3.71121
C -4.71959 2.67094 -5.05107
C -5.61359 3.41506 -5.86193
C -3.58292 2.40908 -2.80520
Ru -1.14608 0.68881 -0.29302
P 3.43910 -0.73208 -0.32489
C -2.61399 1.56749 -3.20678
C -1.33653 1.63909 -2.53319
C -0.10788 1.36722 -3.21316
C 1.13646 1.66277 -2.61753
C 1.09735 2.04302 -1.26448
C 0.02370 2.82975 -0.80190
C -1.29176 2.43491 -1.33445
Br 2.02451 -1.31783 1.19935
H -3.66289 2.79286 -1.80218
H -2.67669 1.02908 -4.14772
H -5.12079 4.59614 -2.23387
H -4.17620 1.80846 -5.47412
H -6.55103 5.84859 -3.85988
H -5.80339 3.07232 -6.89233
H -0.15992 1.07168 -4.25351
H -2.17811 2.91398 -0.83229
H 2.07060 1.48871 -3.19968
H 0.03069 3.68475 -0.10587
P -1.07341 -1.59678 -0.26805
C 3.46994 1.06452 -0.06574
C 4.70592 1.91055 -0.27958
H 2.96747 1.32625 0.87309
H 2.69376 1.44629 -0.78229
H 4.50620 2.91842 0.12234
H 5.63449 1.56574 0.18611
H 4.88334 2.03672 -1.35145
C 3.13775 -1.10493 -2.06082
C 4.29432 -1.81658 -2.75723
H 2.97967 -0.09002 -2.44460
H 2.20457 -1.66063 -2.22964
H 4.00780 -1.96626 -3.80074
H 5.20155 -1.20760 -2.72403
H 4.49892 -2.81775 -2.35239
C 4.74084 -1.94457 0.11354
C 5.53654 -1.47468 1.31907
H 5.44778 -1.91087 -0.76161
H 4.40517 -3.02082 0.20496
H 5.32052 -2.08208 2.20619
H 6.61463 -1.55348 1.11387
H 5.33784 -0.41697 1.54665
C -1.00749 -2.64315 1.26340
C -1.52016 -4.07348 1.13541
H -1.49100 -2.11517 2.10138
H 0.05350 -2.70505 1.54043
H -2.61447 -4.16334 1.19721
H -1.19377 -4.54757 0.20109
H -1.09987 -4.67461 1.95697
C -0.08442 -2.55941 -1.48956
C -0.49404 -2.44680 -2.96609
H -0.04743 -3.61378 -1.13791
H 0.95067 -2.17234 -1.39008
H -1.28936 -3.15813 -3.22174
H -0.81474 -1.43010 -3.24730
H 0.37306 -2.69889 -3.60546
C -2.76483 -1.54842 -0.91316
C -3.58756 -0.85227 0.15762
H -3.07242 -2.55953 -1.15951
H -2.76184 -0.94476 -1.84144
H -4.57062 -0.58686 -0.24906
H -3.75068 -1.50327 1.02414
H -3.07681 0.09283 0.48123
C 2.35028 1.33595 4.61788
N 1.00555 0.76809 4.53080
C 0.16584 0.74630 3.43390
Se 0.26805 1.44735 1.69788
N -0.90029 -0.00055 3.78945
C -0.72799 -0.54742 5.05949
C -1.58372 -1.34810 5.79512
C -1.13559 -1.74247 7.06319
C 0.10298 -1.28382 7.55891
C 0.90487 -0.38096 6.82749
C 0.46243 -0.06646 5.54162
H 3.10404 0.67830 4.15317
H 2.59450 1.40034 5.68363
H 2.41692 2.33327 4.15932
H -1.64225 -0.20516 3.12416
H -2.54983 -1.58671 5.34435
H -1.76447 -2.41472 7.67918
H 0.42116 -1.64332 8.53284
H 1.80253 0.05569 7.25053
```

The largest force on an atom is 4.569 eV Å⁻¹. As for the LUMO energy (alpha / beta): -12.5080 / -13.5937 eV. As for the spin multiplicity: 5. Its orbital gap (alpha / beta) is 5.0 / 4.0 eV. Its total charge is +4. The calculation puts the total energy at -195973.0413 eV.

***

The following is a quantum chemistry calculation of CH6N2P2 as an isolated structure at a distorted geometry, from OMol25.

```
11
CH6N2P2 ωB97M-V/def2-TZVPD
C -1.76892 0.73553 0.19740
N 2.06519 -0.20361 -0.09530
N -0.76101 -0.24347 -0.22421
P 1.14893 1.03425 -0.13918
P 3.61413 -0.70117 -0.15118
H -2.69512 0.75373 -0.33184
H -1.89824 0.55371 1.21756
H -1.32417 1.63575 0.06280
H -0.98312 -1.05769 0.39612
H -0.77778 -0.42702 -1.22916
H 3.38012 -2.08000 0.29699
```

The largest force on an atom is 3.351 eV Å⁻¹. As for the LUMO energy (alpha / beta): 0.3529 / 0.3546 eV. As for the spin multiplicity: 1. Its orbital gap (alpha / beta) is 6.9 / 6.9 eV. The calculation puts the total energy at -22689.4862 eV.

***

The following is a quantum chemistry calculation of a 2-piece molecular cluster, C8H16N2S overall at a distorted geometry, from OMol25.

```
27
C8H16N2S ωB97M-V/def2-TZVPD
C 1.50707 -0.81352 -0.42514
C 0.39803 -0.26759 0.05581
C 0.35220 0.22937 1.50230
C 0.84074 -0.92573 2.36200
C 1.26464 1.41230 1.79662
C -0.69411 0.26350 -0.77804
C -0.54872 -0.05344 -2.30197
C -2.10741 -0.10637 -0.28433
H 1.69404 -1.15492 -1.47026
H 2.39381 -0.76779 0.24277
H -0.63705 0.53199 1.76569
H 0.28723 -1.90215 2.09690
H 0.84944 -0.64246 3.45317
H 1.96263 -1.08254 2.12920
H 1.20007 1.74641 2.88712
H 1.10723 2.24175 1.23910
H 2.22405 1.06665 1.55089
H -0.65000 1.37263 -0.83422
H 0.44579 0.25235 -2.63252
H -1.29340 0.40969 -2.90829
H -0.63335 -1.17925 -2.28749
H -2.76114 -0.47247 -1.15260
H -2.61010 0.72214 0.25270
H -2.04918 -1.01294 0.38489
N -1.36636 -3.46381 0.82209
N -0.62617 -3.39010 -0.00683
S 0.34906 -3.30260 -1.12137
```

The largest force on an atom is 4.486 eV Å⁻¹. As for the LUMO energy: 0.6339 eV. As for the spin multiplicity: 1. Its orbital gap is 9.3 eV. As for the SMILES: C=C(C(C)C)C(C)C.N#[N+][S-]. The calculation puts the total energy at -22368.0918 eV.

***

The following is a quantum chemistry calculation of a 2-piece molecular cluster, C3H4S overall at a distorted geometry, from OMol25.

```
8
C3H4S ωB97M-V/def2-TZVPD
C -0.92398 0.38904 0.88236
C -1.91070 0.29718 -0.15723
C -0.86561 -0.52259 -0.17702
H -2.78324 0.39347 -0.72043
H -0.36771 -1.28962 -0.71059
S 2.62648 0.25390 -0.19063
H 1.32058 0.27076 0.03050
H 2.90418 0.20786 1.04304
```

The largest force on an atom is 2.476 eV Å⁻¹. As for the LUMO energy: 0.7884 eV. As for the spin multiplicity: 1. Its orbital gap is 10.1 eV. As for the SMILES: C1=CC=1.S. The calculation puts the total energy at -14006.2743 eV.

***

The following is a quantum chemistry calculation of one molecule with the formula C6H9N at a distorted geometry, from OMol25.

```
16
C6H9N ωB97M-V/def2-TZVPD
C -2.47386 0.05411 -0.06091
C -1.14919 0.02937 0.00258
C -0.31592 -1.25769 0.21979
C 0.97034 -0.73735 -0.33901
N 2.24878 -0.08826 -0.02062
C 1.07768 0.63214 0.45682
C -0.17527 1.28112 -0.09054
H -2.98327 0.96954 -0.29602
H -2.98467 -0.88595 -0.11083
H -0.69311 -2.12540 -0.41840
H -0.37741 -1.47954 1.23036
H 0.78630 -0.42991 -1.38676
H 2.59952 0.30697 -0.89943
H 0.82395 0.49343 1.58726
H -0.05366 1.59072 -1.12683
H -0.46174 2.16776 0.43258
```

The largest force on an atom is 2.794 eV Å⁻¹. As for the LUMO energy: 0.9767 eV. As for the spin multiplicity: 1. Its orbital gap is 9.3 eV. As for the SMILES: C=C1C[C@@H]2N[C@H]2C1. The calculation puts the total energy at -7853.1641 eV.

***

The following is a quantum chemistry calculation of one molecule with the formula C6H9N, from OMol25.

```
16
C6H9N ωB97M-V/def2-TZVPD
H -1.03014 -2.15118 -0.47175
N -0.38354 -1.36294 -0.41124
C -1.01870 -0.29847 -0.09826
C -2.51915 -0.26789 0.11961
C -0.33628 0.99823 0.07795
C 0.97208 1.31735 0.16325
C 2.23530 0.56824 0.14843
C 2.49749 -0.69355 -0.21112
H -2.75187 -0.17269 1.18689
H -2.98103 0.58347 -0.39168
H -2.98111 -1.18713 -0.25324
H -1.02149 1.83981 0.18304
H 1.14429 2.38429 0.31377
H 3.07966 1.17728 0.47208
H 1.72346 -1.36462 -0.56247
H 3.51986 -1.06002 -0.14505
```

The largest force on an atom is 0.342 eV Å⁻¹. As for the LUMO energy: 0.3585 eV. As for the spin multiplicity: 1. Its orbital gap is 9.1 eV. As for the SMILES: [H]/N=C(C)/C=C\C=C. The calculation puts the total energy at -7856.3941 eV.

***

The following is a quantum chemistry calculation of a 3-piece molecular cluster, C14H34N2O7 overall at a distorted geometry, from OMol25.

```
57
C14H34N2O7 ωB97M-V/def2-TZVPD
C 0.02360 -3.06975 0.89174
C -0.34581 -1.77408 1.60958
C -1.35487 -0.94906 0.82498
C -2.75758 -1.55325 0.82198
O -3.72215 -0.50305 1.05336
C -4.77318 -0.90508 1.80949
O -4.78697 -0.88505 3.02204
O -5.80055 -1.28412 1.01957
C -6.78405 -2.06640 1.66990
O -7.99003 -2.00066 0.96898
O -7.70128 -2.27912 -0.41218
H 0.79847 -3.59251 1.44481
H -0.83984 -3.73284 0.84167
H 0.34877 -2.86371 -0.12390
H 0.56359 -1.18867 1.72573
H -0.76828 -1.99018 2.58877
H -1.02282 -0.79441 -0.20019
H -1.43494 0.04103 1.26838
H -2.97140 -1.97216 -0.15849
H -2.84392 -2.32219 1.58628
H -7.01554 -1.66669 2.64945
H -6.45528 -3.10435 1.72882
H -8.55010 -2.63038 -0.69764
C -0.77511 3.00790 0.13426
O 0.40730 2.39494 -0.34707
C 0.37316 1.99443 -1.70091
C 0.68994 3.10662 -2.70998
C -0.45917 4.08454 -2.92993
N 1.89488 3.86012 -2.35116
H -1.66830 2.57693 -0.32712
H -0.76391 4.08809 -0.03087
H -0.82359 2.83484 1.20918
H 1.14457 1.22315 -1.79254
H -0.58818 1.51478 -1.92956
H 0.88531 2.61206 -3.66627
H -0.56447 4.78066 -2.09820
H -0.27849 4.67832 -3.82520
H -1.40705 3.55839 -3.05824
H 2.68980 3.22864 -2.31429
H 1.78464 4.18568 -1.39469
C 3.36790 1.14074 0.68593
O 2.89468 -0.19362 0.70758
C 3.34708 -1.01618 -0.34682
C 4.73349 -1.63847 -0.13152
C 5.88632 -0.66555 -0.35532
N 4.87258 -2.24430 1.19525
H 3.47844 1.50708 -0.33917
H 4.31913 1.23490 1.21630
H 2.63151 1.75959 1.19519
H 2.61732 -1.82889 -0.40888
H 3.30210 -0.47516 -1.30273
H 4.83372 -2.43898 -0.87071
H 5.99712 0.03026 0.47596
H 6.82454 -1.21186 -0.44486
H 5.74336 -0.08653 -1.26996
H 4.17446 -2.97363 1.30778
H 4.61909 -1.54280 1.88544
```

The largest force on an atom is 1.429 eV Å⁻¹. As for the LUMO energy: 0.6642 eV. As for the spin multiplicity: 1. Its orbital gap is 9.9 eV. As for the SMILES: CCCCOC(=O)OCOO.COC[C@@H](C)N.COC[C@@H](C)N. The calculation puts the total energy at -32377.8679 eV.